[1]
C35H38BrNOSSi | ωB97M-V/def2-TZVPD

* Kohn-Sham gap: 8.003 eV
* LUMO level: 0.637 eV
* structure (SMILES): C[Si](C)(C)OC(c1ccccc1)(c1ccccc1)[C@H]1CCCN1/C=C/[C@H](Sc1ccc(Br)cc1)c1ccccc1
* energy above the lowest of the compared OMol25 structures with the same formula, charge and spin: 0.0 kcal per mole

The geometry in ORCA input format:
```
! wB97M-V def2-TZVPD RIJCOSX def2/J DEFGRID3
* xyz 0 1
C -5.026 1.809 -0.252
Si -3.656 3.027 -0.561
C -4.150 4.436 -1.669
C -2.971 3.651 1.054
O -2.480 2.201 -1.434
C -1.270 1.543 -1.108
C -0.130 2.586 -0.977
C -0.264 3.855 -1.545
C 0.809 4.750 -1.514
C 2.021 4.378 -0.934
C 2.160 3.105 -0.380
C 1.076 2.219 -0.375
C -1.503 0.634 0.106
C -1.027 0.973 1.372
C -1.297 0.129 2.455
C -2.066 -1.018 2.276
C -2.566 -1.332 1.014
C -2.347 -0.467 -0.061
C -0.928 0.668 -2.363
C -0.697 1.503 -3.644
C 0.803 1.458 -3.941
C 1.409 0.387 -3.017
N 0.313 -0.078 -2.180
C 0.459 -1.169 -1.393
C 1.664 -1.700 -1.049
C 1.878 -2.627 0.112
S 1.595 -1.694 1.625
C 0.814 -2.766 2.784
C 0.549 -2.225 4.067
C -0.166 -2.953 5.014
C -0.641 -4.233 4.685
Br -1.700 -5.194 5.935
C -0.312 -4.810 3.452
C 0.391 -4.070 2.493
C 3.318 -3.180 0.138
C 3.595 -4.543 0.291
C 4.920 -4.991 0.359
C 5.978 -4.089 0.190
C 5.696 -2.739 -0.044
C 4.373 -2.287 -0.019
H -5.893 2.350 0.155
H -5.322 1.314 -1.187
H -4.731 1.032 0.467
H -4.997 4.988 -1.236
H -3.316 5.140 -1.799
H -4.442 4.070 -2.664
H -3.692 4.362 1.479
H -2.829 2.842 1.779
H -2.016 4.175 0.924
H -1.201 4.147 -2.028
H 0.680 5.735 -1.958
H 2.862 5.074 -0.920
H 3.102 2.781 0.065
H 1.164 1.238 0.104
H -0.457 1.891 1.527
H -0.882 0.387 3.431
H -2.307 -1.666 3.123
H -3.141 -2.246 0.859
H -2.833 -0.650 -1.025
H -1.756 -0.034 -2.548
H -1.261 1.003 -4.442
H -1.076 2.528 -3.570
H 1.004 1.198 -4.988
H 1.271 2.433 -3.737
H 1.839 -0.441 -3.601
H 2.225 0.809 -2.407
H -0.449 -1.656 -1.034
H 2.560 -1.413 -1.593
H 1.164 -3.456 0.095
H 0.905 -1.223 4.309
H -0.343 -2.539 6.002
H -0.593 -5.835 3.231
H 0.611 -4.513 1.524
H 2.759 -5.244 0.350
H 5.119 -6.048 0.535
H 7.012 -4.434 0.226
H 6.489 -2.018 -0.246
H 4.149 -1.229 -0.164
*
```

Here are the Mulliken charges for atoms 1 to 5, given in e: C -1.087; Si 0.416; C -1.143; C -0.937; O -0.425

---

[2]
C3H4HgO4 | ωB97M-V/def2-TZVPD

* Kohn-Sham gap (spin up / spin down): 7.738 / 8.142 eV
* LUMO level (spin up / spin down): -0.149 / -1.743 eV
* <S²>: 2.012
* energy above the lowest of the compared OMol25 structures with the same formula, charge and spin: 68.7 kcal per mole

The geometry in ORCA input format:
```
! wB97M-V def2-TZVPD RIJCOSX def2/J DEFGRID3
* xyz 0 3
O -0.191 4.860 1.906
C 0.291 3.637 1.625
C -0.618 5.565 0.722
O -0.246 2.628 2.054
O 0.936 3.710 0.478
C -0.090 4.734 -0.404
H -0.173 6.569 0.751
H -1.718 5.573 0.764
H 0.392 5.078 -1.315
O -1.500 2.849 -0.725
H -2.042 3.504 -1.167
Hg -2.006 1.762 1.041
*
```

Here are the Mulliken charges for atoms 1 to 5, given in e: O -0.351; C 0.846; C -0.013; O -0.649; O -0.411

---

[3]
C19H28F9N2O4P3Ti | ωB97M-V/def2-TZVPD

* Kohn-Sham gap (spin up / spin down): 7.550 / 6.669 eV
* LUMO level (spin up / spin down): 2.561 / 1.662 eV
* <S²>: 0.756
* energy above the lowest of the compared OMol25 structures with the same formula, charge and spin: 11.9 kcal per mole

The geometry in ORCA input format:
```
! wB97M-V def2-TZVPD RIJCOSX def2/J DEFGRID3
* xyz -1 2
Ti 0.484 -0.218 0.176
C -2.505 0.905 -2.690
C -1.127 0.982 -2.109
O -1.005 0.502 -0.909
C -0.080 1.512 -2.794
C 1.286 1.278 -2.419
C 2.367 1.831 -3.300
N 1.591 0.495 -1.428
N 2.917 0.030 -1.420
C 3.056 -0.865 -0.519
O 2.078 -1.288 0.251
C 4.435 -1.363 -0.262
C 5.553 -0.749 -0.819
C 6.822 -1.220 -0.522
C 6.986 -2.305 0.333
C 5.873 -2.919 0.886
C 4.600 -2.446 0.590
H -2.735 -0.149 -2.868
H -2.579 1.454 -3.627
H -3.245 1.287 -1.982
H -0.269 2.017 -3.731
H 1.954 2.549 -4.008
H 2.868 1.029 -3.842
H 3.121 2.313 -2.678
H 5.404 0.097 -1.476
H 7.689 -0.734 -0.952
H 7.980 -2.665 0.571
H 5.993 -3.768 1.548
H 3.718 -2.907 1.014
C -1.147 4.445 2.136
P -1.573 3.102 0.950
C -2.789 4.047 -0.078
C -2.783 2.215 2.038
C -3.530 1.061 1.369
P -2.723 -0.562 1.005
C -2.872 -1.476 2.573
C -4.116 -1.311 0.037
H -2.036 4.954 2.523
H -0.506 5.171 1.634
H -0.579 4.022 2.967
H -3.640 4.412 0.506
H -3.152 3.438 -0.907
H -2.267 4.903 -0.513
H -3.524 2.955 2.361
H -2.247 1.863 2.923
H -3.938 1.412 0.416
H -4.380 0.757 1.989
H -2.041 -1.226 3.229
H -2.833 -2.545 2.361
H -3.824 -1.241 3.056
H -4.851 -1.731 0.727
H -3.729 -2.099 -0.608
H -4.586 -0.549 -0.584
F 1.701 2.594 0.401
C 1.617 1.420 1.112
F 2.921 1.103 1.377
F 1.130 1.816 2.333
O -0.804 0.119 1.575
O 0.220 -0.793 1.941
F 0.305 -1.739 -1.941
P -0.410 -3.127 -1.458
F -1.845 -2.490 -1.884
F -0.242 -3.758 -2.920
F -0.589 -2.395 0.038
F -1.163 -4.429 -0.898
F 0.998 -3.707 -0.996
*
```

Here are the Mulliken charges for atoms 1 to 5, given in e: Ti -0.202; C -1.320; C 0.753; O 0.666; C -1.828

---

[4]
C32H45N4O4PdS4Si3 | ωB97M-V/def2-TZVPD

* Kohn-Sham gap (spin up / spin down): 7.634 / 6.649 eV
* LUMO level (spin up / spin down): 2.433 / 1.205 eV
* <S²>: 2.007
* energy above the lowest of the compared OMol25 structures with the same formula, charge and spin: 13.1 kcal per mole

The geometry in ORCA input format:
```
! wB97M-V def2-TZVPD RIJCOSX def2/J DEFGRID3
* xyz -1 3
Pd 0.382 0.386 0.021
C 2.079 -2.387 -3.431
Si 1.722 -1.504 -1.793
C 1.963 -2.823 -0.471
C 3.117 -0.240 -1.617
C 0.012 -0.765 -1.809
Si -0.328 0.731 -2.889
C 1.065 2.002 -2.976
C -1.907 1.639 -2.408
C -0.536 0.166 -4.685
Si -1.479 -1.779 -1.417
C -2.769 -1.918 -2.787
C -1.163 -3.563 -0.910
C -2.287 -0.989 0.104
C -3.615 -0.629 0.284
C -4.018 -0.092 1.498
C -3.085 0.063 2.507
C -1.769 -0.290 2.253
N -1.379 -0.802 1.088
H 3.069 -2.852 -3.429
H 2.034 -1.695 -4.275
H 1.341 -3.174 -3.611
H 3.033 -3.021 -0.355
H 1.491 -3.760 -0.767
H 1.560 -2.538 0.501
H 4.035 -0.811 -1.439
H 3.013 0.467 -0.789
H 3.249 0.331 -2.537
H 1.502 2.277 -2.017
H 0.637 2.910 -3.414
H 1.854 1.656 -3.647
H -1.996 1.822 -1.335
H -2.798 1.100 -2.736
H -1.910 2.610 -2.912
H 0.419 -0.177 -5.090
H -0.885 0.994 -5.310
H -1.251 -0.652 -4.782
H -2.359 -2.519 -3.603
H -3.095 -0.968 -3.208
H -3.651 -2.444 -2.408
H -0.556 -4.099 -1.642
H -2.129 -4.071 -0.839
H -0.670 -3.629 0.060
H -4.324 -0.760 -0.525
H -5.047 0.212 1.652
H -3.354 0.487 3.465
H -0.985 -0.141 2.986
S 4.934 -4.200 2.325
C 3.753 -3.036 2.469
S 4.005 -1.371 2.047
C 2.339 -1.004 2.385
N 1.671 -2.017 2.827
N 2.466 -3.148 2.870
C 1.794 -4.343 3.259
C 0.477 -4.514 2.847
C -0.209 -5.657 3.220
C 0.411 -6.626 3.998
C 1.722 -6.439 4.408
C 2.422 -5.298 4.044
S 1.706 0.585 2.116
H 0.003 -3.747 2.250
H -1.234 -5.789 2.896
H -0.128 -7.520 4.285
H 2.212 -7.185 5.020
H 3.444 -5.151 4.358
C 4.543 3.639 -1.276
C 3.929 4.367 -0.113
C 3.694 5.739 -0.163
C 3.058 6.392 0.881
C 2.667 5.666 1.997
C 2.931 4.305 2.084
C 3.553 3.664 1.028
S 1.654 6.441 3.219
O 1.875 7.862 3.171
O 1.809 5.700 4.436
N 0.111 6.233 2.705
C -0.359 4.891 2.354
C -0.248 4.585 0.858
C -0.445 3.091 0.641
O -1.536 2.574 0.887
O 0.614 2.473 0.256
H 4.877 4.333 -2.048
H 3.817 2.957 -1.723
H 5.397 3.039 -0.959
H 3.997 6.300 -1.040
H 2.855 7.454 0.835
H 2.629 3.745 2.960
H 3.700 2.593 1.080
H -0.151 6.974 2.067
H -1.391 4.778 2.684
H 0.226 4.178 2.937
H 0.728 4.883 0.480
H -1.023 5.130 0.312
*
```

Here are the Mulliken charges for atoms 1 to 5, given in e: Pd 2.020; C -1.299; Si 0.758; C -0.132; C -0.809

---

[5]
C14H31ClIN4 | ωB97M-V/def2-TZVPD

* Kohn-Sham gap: 7.240 eV
* LUMO level: -5.112 eV

The geometry in ORCA input format:
```
! wB97M-V def2-TZVPD RIJCOSX def2/J DEFGRID3
* xyz 1 1
Cl 5.934 0.487 -4.290
N 4.547 -0.416 -4.545
C 4.137 -1.510 -3.897
N 2.989 -2.098 -4.242
C 2.892 -3.135 -3.444
N 3.903 -3.211 -2.615
N 4.746 -2.161 -2.884
I 6.446 -1.959 -1.792
H 3.953 -0.100 -5.293
H 2.066 -3.816 -3.466
H 4.056 -3.913 -1.909
C 0.661 0.558 2.299
C 1.723 1.601 1.967
C 1.618 2.134 0.539
C 1.799 1.081 -0.555
C 3.122 0.320 -0.495
C 4.349 1.212 -0.674
H 0.753 -0.329 1.670
H 0.751 0.234 3.337
H -0.338 0.969 2.164
H 2.718 1.182 2.145
H 1.622 2.442 2.656
H 2.349 2.935 0.403
H 0.637 2.599 0.405
H 1.716 1.574 -1.529
H 0.975 0.363 -0.511
H 3.116 -0.440 -1.289
H 3.202 -0.227 0.449
H 4.310 1.739 -1.629
H 5.259 0.608 -0.655
H 4.430 1.955 0.119
C -6.099 -0.621 3.139
C -5.044 0.429 2.803
C -5.152 0.966 1.376
C -4.958 -0.080 0.278
C -3.628 -0.830 0.335
C -2.413 0.077 0.168
H -6.007 -1.505 2.507
H -6.002 -0.947 4.175
H -7.104 -0.215 3.010
H -4.047 0.013 2.975
H -5.147 1.267 3.496
H -4.425 1.773 1.246
H -6.136 1.426 1.245
H -5.043 0.418 -0.693
H -5.775 -0.806 0.314
H -3.621 -1.581 -0.460
H -3.546 -1.382 1.275
H -2.453 0.611 -0.784
H -1.492 -0.508 0.189
H -2.351 0.816 0.968
*
```

Here are the Mulliken charges for atoms 1 to 5, given in e: Cl 0.014; N -0.238; C 0.632; N -0.544; C -0.060

---

[6]
C4H3NO2 | ωB97M-V/def2-TZVPD

* Kohn-Sham gap: 9.847 eV
* LUMO level: -0.624 eV
* structure (SMILES): N#C[C@@H]1OCC1=O
* energy above the lowest of the compared OMol25 structures with the same formula, charge and spin: 108.3 kcal per mole

The geometry in ORCA input format:
```
! wB97M-V def2-TZVPD RIJCOSX def2/J DEFGRID3
* xyz 0 1
N -0.397 -1.309 -2.445
C -0.420 -0.759 -1.361
C -0.495 0.366 -0.454
O 0.421 1.346 -0.366
C 0.898 0.974 1.054
C -0.214 -0.049 1.111
O -0.045 -1.013 1.947
H -1.380 0.910 -0.377
H 1.948 0.737 1.016
H 0.594 1.655 1.729
*
```

Here are the Mulliken charges for atoms 1 to 5, given in e: N -0.396; C 0.100; C 0.227; O -0.404; C -0.253